(1)
This record from OMol25 describes a molecular structure, C3H5N3. The level of theory is ωB97M-V with the def2-TZVPD basis set.

As for the charge: 0. For the frontier orbital gap, the calculation gives 0.3540 Eh. The total energy comes out at -7659.58681 eV. The value obtained for the energy above the lowest of the compared OMol25 structures with the same formula, charge and spin is 2.869 eV. The maximum force comes out at 0.0225 Eh/bohr.

```
11
Properties=species:S:1:pos:R:3:forces:R:3:nbo_charge:R:1
C 1.58200 -0.51365 0.13102 0.1 -0.1 0.0 -0.424
N 0.47328 0.35931 0.44298 -0.1 -0.1 -0.1 -0.549
C -0.74810 0.29105 -0.03458 0.2 0.1 0.1 0.337
N -1.27381 1.50004 0.06802 -0.2 0.0 0.0 -0.795
C -1.39425 -0.88412 -0.57957 -0.5 -0.8 -0.4 0.218
N -1.91706 -1.82280 -1.00784 0.6 0.9 0.4 -0.246
H 1.23422 -1.52097 -0.12923 0.0 0.1 0.0 0.203
H 2.16788 -0.12269 -0.71001 -0.1 -0.1 0.1 0.200
H 2.23962 -0.58807 1.00110 -0.1 0.0 -0.1 0.210
H -0.02959 1.60984 0.59472 0.0 0.0 0.0 0.459
H -2.27386 1.63212 0.17080 0.1 0.0 0.0 0.387
```
Forces are in eV/Å.

(2)
This record from OMol25 describes C3H5N3 in the gas phase. The level of theory is ωB97M-V with the def2-TZVPD basis set.

As for the charge: 0. For the frontier orbital gap (alpha / beta), the calculation gives 0.3019 / 0.3019 Eh. The total energy comes out at -7659.35706 eV. The value obtained for the energy above the lowest of the compared OMol25 structures with the same formula, charge and spin is 3.098 eV. The maximum force comes out at 0.0114 Eh/bohr.

```
11
Properties=species:S:1:pos:R:3:forces:R:3:nbo_charge:R:1
N -1.37801 -1.21928 0.35797 0.0 0.0 0.2 -0.814
C -0.39523 -0.22846 0.16901 0.1 0.2 0.1 0.219
C 0.44243 -0.25180 -1.03539 0.1 0.2 0.0 0.067
N 1.36805 0.61358 -1.18143 -0.2 -0.3 -0.1 -0.609
C 0.14011 1.94472 1.14535 -0.1 -0.6 0.0 0.041
N -0.22126 0.77308 0.94681 0.1 0.3 -0.2 -0.343
H -1.98800 -1.00192 1.13651 0.1 0.0 -0.1 0.383
H -0.98561 -2.14606 0.48644 -0.1 0.1 0.0 0.374
H 0.19062 -1.03129 -1.76400 0.1 0.1 0.1 0.171
H 1.82674 0.50042 -2.08438 0.0 0.0 0.1 0.344
H 1.00016 2.04701 1.82311 -0.1 0.0 0.0 0.166
```
Forces are in eV/Å.

(3)
This record from OMol25 describes C3H5N3 in the gas phase. The level of theory is ωB97M-V with the def2-TZVPD basis set.

As for the charge: 0. For the frontier orbital gap, the calculation gives 0.3864 Eh. The total energy comes out at -7661.39958 eV. The value obtained for the energy above the lowest of the compared OMol25 structures with the same formula, charge and spin is 1.056 eV. Its SMILES is C/N=C(\N)C#N. The maximum force comes out at 0.0270 Eh/bohr.

```
11
Properties=species:S:1:pos:R:3:forces:R:3:nbo_charge:R:1
C 1.63145 -0.28765 0.04417 0.4 0.0 0.8 -0.460
N 0.42217 -0.77147 -0.51629 -0.7 -0.7 0.2 -0.406
C -0.64045 -0.19631 -0.15495 -0.2 0.3 -0.8 0.320
N -0.82543 0.99412 0.51824 0.1 0.1 0.2 -0.810
C -1.86999 -0.85878 -0.53484 -1.3 -0.3 -0.4 0.235
N -2.86544 -1.35860 -0.83737 0.7 0.4 0.3 -0.276
H 2.36851 -1.06242 -0.08348 0.5 -0.1 0.0 0.216
H 2.00770 0.61329 -0.44244 0.0 0.3 0.1 0.195
H 1.46091 -0.15982 1.13554 0.5 0.3 -0.5 0.189
H -0.01991 1.59714 0.59908 0.0 -0.1 0.0 0.395
H -1.66952 1.49048 0.27234 0.0 -0.1 0.2 0.403
```
Forces are in eV/Å.

(4)
This record from OMol25 describes 2 unconnected molecules or ions with the total composition C3H5N3. The level of theory is ωB97M-V with the def2-TZVPD basis set.

As for the charge: 0. For the frontier orbital gap, the calculation gives 0.4035 Eh. The total energy comes out at -7660.79629 eV. The value obtained for the energy above the lowest of the compared OMol25 structures with the same formula, charge and spin is 1.659 eV. Its SMILES is CN=C=N.C#N. The maximum force comes out at 0.0224 Eh/bohr.

```
11
Properties=species:S:1:pos:R:3:forces:R:3:nbo_charge:R:1
C -1.76469 -0.31734 -0.02791 -0.2 -0.1 0.1 -0.419
N -0.77284 0.44310 -0.76227 0.6 0.4 0.2 -0.478
C 0.18607 1.06827 -0.37250 -0.2 -0.1 -0.1 0.663
N 1.26449 1.61259 -0.09991 -0.4 -0.1 -0.1 -0.787
H -2.57395 -0.58932 -0.70777 0.1 0.0 0.1 0.209
H -1.31115 -1.23170 0.36759 -0.1 0.1 -0.1 0.226
H -2.18137 0.26454 0.80068 0.1 -0.1 -0.1 0.198
H 1.23868 2.61121 0.07068 0.0 -0.1 0.0 0.396
C 2.00438 -1.31189 0.29049 -0.6 -0.8 0.2 0.078
N 1.32678 -2.22889 0.46997 0.7 0.9 -0.2 -0.340
H 2.58278 -0.42139 0.12432 -0.1 -0.1 0.0 0.255
```
Forces are in eV/Å.

(5)
This record from OMol25 describes C3H5N3 in the gas phase. The level of theory is ωB97M-V with the def2-TZVPD basis set.

As for the charge: 0. For the frontier orbital gap, the calculation gives 0.3880 Eh. The total energy comes out at -7661.62436 eV. The value obtained for the energy above the lowest of the compared OMol25 structures with the same formula, charge and spin is 0.831 eV. Its SMILES is Cn1cnnc1. The maximum force comes out at 0.0058 Eh/bohr.

```
11
Properties=species:S:1:pos:R:3:forces:R:3:nbo_charge:R:1
C -1.42130 -0.16250 -0.17310 -0.1 -0.1 0.0 -0.402
N -0.01828 0.04230 0.11716 0.3 0.0 -0.1 -0.367
C 0.76513 1.09818 -0.24364 0.0 0.0 0.0 0.140
N 2.02949 0.81892 -0.08723 -0.2 0.1 0.0 -0.279
N 2.10329 -0.46627 0.38855 -0.1 -0.1 0.1 -0.283
C 0.88176 -0.90826 0.50088 0.0 0.0 0.0 0.142
H -1.55832 -0.32903 -1.24461 -0.1 0.0 0.1 0.209
H -2.02858 0.69182 0.13324 0.2 -0.1 0.0 0.216
H -1.74984 -1.04869 0.36925 -0.1 0.1 0.0 0.218
H 0.36772 2.04075 -0.59308 0.0 -0.1 0.0 0.204
H 0.58943 -1.88257 0.87331 0.1 0.2 -0.1 0.203
```
Forces are in eV/Å.

(6)
This record from OMol25 describes C3H5N3 in the gas phase. The level of theory is ωB97M-V with the def2-TZVPD basis set.

As for the charge: 0. For the frontier orbital gap, the calculation gives 0.3348 Eh. The total energy comes out at -7658.66687 eV. The value obtained for the energy above the lowest of the compared OMol25 structures with the same formula, charge and spin is 3.789 eV. The maximum force comes out at 0.0092 Eh/bohr.

```
11
Properties=species:S:1:pos:R:3:forces:R:3:nbo_charge:R:1
N 2.00000 -0.33188 0.60440 0.0 0.1 0.0 -0.804
C 0.68639 -0.07376 0.24517 0.0 -0.1 -0.1 0.203
N -0.25334 0.08646 1.15234 0.1 0.0 -0.2 -0.244
N -1.39419 0.32079 0.47561 -0.1 -0.1 -0.1 -0.376
C -1.16470 0.19017 -0.89701 -0.1 0.4 0.1 -0.308
C 0.25021 0.05140 -1.14392 -0.2 -0.1 0.2 -0.218
H 2.65929 -0.09291 -0.12125 -0.1 0.0 0.1 0.391
H 2.26922 0.00896 1.51614 0.0 0.0 -0.1 0.383
H -2.25837 0.20164 0.98226 0.1 0.1 -0.2 0.403
H -1.89227 0.56852 -1.61013 0.0 -0.1 0.2 0.250
H -0.90225 -0.92940 -1.20362 0.3 0.0 0.0 0.320
```
Forces are in eV/Å.

(7)
This record from OMol25 describes C3H5N3O in the gas phase. The level of theory is ωB97M-V with the def2-TZVPD basis set.

As for the charge: 0. For the frontier orbital gap, the calculation gives 0.3038 Eh. The total energy comes out at -9704.67845 eV. The value obtained for the energy above the lowest of the compared OMol25 structures with the same formula, charge and spin is 5.905 eV. Its SMILES is Nc1ccnn1O. The maximum force comes out at 0.2119 Eh/bohr.

```
12
Properties=species:S:1:pos:R:3:forces:R:3:nbo_charge:R:1
N 1.33027 1.40370 -0.05562 6.6 0.2 2.7 -0.838
C 0.19068 0.68613 0.02203 0.3 1.3 0.0 0.297
C -1.12581 1.00541 -0.04991 0.4 8.2 0.7 -0.412
C -1.83410 -0.03562 -0.11213 -2.5 -10.5 1.5 -0.025
N -0.99407 -1.16081 0.16218 -1.5 -0.9 -2.7 -0.361
N 0.23157 -0.64482 0.03890 0.3 1.9 0.0 0.075
O 1.50730 -1.23995 -0.19442 -2.7 -2.5 3.6 -0.506
H 2.08381 0.69076 0.44769 -2.0 2.7 -2.0 0.388
H 1.70602 2.42232 0.24356 -2.7 -3.2 -0.8 0.435
H -1.71376 1.87316 0.26926 1.2 0.7 -0.9 0.231
H -2.93137 -0.28568 -0.19349 1.5 0.7 0.4 0.224
H 1.43792 -1.90292 0.61017 0.9 1.3 -2.4 0.491
```
Forces are in eV/Å.

(8)
This record from OMol25 describes 2 unconnected molecules or ions with the total composition C3H5N3O. The level of theory is ωB97M-V with the def2-TZVPD basis set.

As for the charge: 0. For the frontier orbital gap, the calculation gives 0.3510 Eh. The total energy comes out at -9707.51741 eV. The value obtained for the energy above the lowest of the compared OMol25 structures with the same formula, charge and spin is 3.066 eV. The maximum force comes out at 0.0245 Eh/bohr.

```
12
Properties=species:S:1:pos:R:3:forces:R:3:nbo_charge:R:1
C -0.97831 -1.69850 -0.24786 0.1 0.2 0.0 -0.695
C -0.24629 -0.37673 -0.14163 0.2 0.0 -0.2 0.384
N -0.53450 0.38901 1.04590 0.3 0.3 0.1 -0.175
N 0.44253 0.97690 1.53001 -0.6 -0.5 -0.1 -0.268
C 1.29798 2.66685 -0.18850 1.0 0.6 -0.5 0.513
O 2.37829 2.70008 -0.53415 -0.9 -0.1 0.3 -0.524
N 0.49106 0.17616 -1.01342 -0.4 -0.4 0.1 -0.613
H -1.36481 -1.81365 -1.27441 0.1 -0.1 0.5 0.231
H -1.80815 -1.74909 0.47412 0.3 0.0 -0.3 0.239
H -0.26145 -2.50904 -0.03064 -0.4 0.2 -0.1 0.239
H 0.06696 1.61240 2.25337 0.1 -0.2 0.1 0.325
H 0.51669 -0.37440 -1.87281 0.0 0.0 0.1 0.345
```
Forces are in eV/Å.

(9)
This record from OMol25 describes C3H5N3O in the gas phase. The level of theory is ωB97M-V with the def2-TZVPD basis set.

As for the charge: 0. For the frontier orbital gap, the calculation gives 0.3058 Eh. The total energy comes out at -9707.87787 eV. The value obtained for the energy above the lowest of the compared OMol25 structures with the same formula, charge and spin is 2.706 eV. Its SMILES is O/C=C1\N=CNN1. The maximum force comes out at 0.0083 Eh/bohr.

```
12
Properties=species:S:1:pos:R:3:forces:R:3:nbo_charge:R:1
O -2.47311 0.67102 0.89326 0.1 0.1 0.1 -0.683
C -1.70808 0.26166 -0.16501 0.2 -0.1 -0.3 0.047
C -0.37932 0.12877 -0.18767 -0.4 0.0 0.0 0.160
N 0.51787 0.29243 0.88935 0.2 -0.1 -0.2 -0.466
C 1.63251 -0.16323 0.45709 0.0 0.0 0.1 0.248
N 1.62671 -0.67124 -0.83774 0.2 0.1 0.1 -0.458
N 0.36390 -0.24859 -1.36493 -0.2 -0.1 -0.1 -0.456
H -1.98500 1.33711 1.38828 0.1 -0.1 0.1 0.485
H -2.29803 0.00132 -1.03800 0.1 0.1 0.0 0.171
H 2.55099 -0.21482 1.03507 -0.2 0.1 0.0 0.199
H 2.38797 -0.33606 -1.42125 -0.1 -0.1 0.1 0.381
H -0.06823 -1.03997 -1.82970 0.1 0.0 0.1 0.372
```
Forces are in eV/Å.

(10)
This record from OMol25 describes a molecular structure, C3H5N3O. The level of theory is ωB97M-V with the def2-TZVPD basis set.

As for the charge: 0. For the frontier orbital gap, the calculation gives 0.3254 Eh. The total energy comes out at -9705.93917 eV. The value obtained for the energy above the lowest of the compared OMol25 structures with the same formula, charge and spin is 4.645 eV. The maximum force comes out at 0.0724 Eh/bohr.

```
12
Properties=species:S:1:pos:R:3:forces:R:3:nbo_charge:R:1
C -1.36440 1.28177 0.86216 1.0 0.1 -1.0 -0.090
C -0.09927 1.45424 0.41169 -1.3 -1.5 -0.4 -0.139
C 0.53216 -1.27181 -0.29403 -2.2 3.0 0.4 0.837
N -1.60672 0.17842 -0.03055 1.2 -0.4 0.2 -0.467
N -0.25637 0.41198 -0.58934 0.5 -2.7 0.3 -0.373
N 1.84179 -1.22173 -0.37975 2.2 0.9 -1.1 -0.843
O -0.13939 -2.17282 0.03205 -0.9 -0.4 0.2 -0.529
H -1.95708 1.68021 1.65916 -0.5 0.2 -0.1 0.210
H 0.69183 2.14673 0.41560 0.9 0.5 0.6 0.207
H -2.23139 0.22679 -0.82609 -0.5 0.5 0.4 0.371
H 2.24060 -0.65160 -1.13040 -0.2 -0.1 0.8 0.412
H 2.34825 -2.06219 -0.13051 -0.2 0.0 -0.2 0.406
```
Forces are in eV/Å.